{
  "formula": "C24H21MnN4O2",
  "method": "ωB97M-V/def2-TZVPD",
  "charge": -1,
  "gap_ev": [6.243, 5.763],
  "spin_multiplicity": 6,
  "energy_ev": -66606.17377,
  "s2": 8.773,
  "homo_ha": [-0.13640, -0.13931],
  "elements": ["Mn", "C", "C", "C", "C", "C", "C", "C", "C", "N", "C", "O", "C", "C", "C", "C", "C", "N", "C", "O", "N", "C", "C", "C", "C", "C", "C", "C", "C", "H", "H", "H", "H", "H", "H", "H", "H", "H", "H", "H", "H", "H", "H", "H", "H", "H", "H", "H", "H", "H", "N", "C"],
  "coordinates": [[9.804, -10.616, -6.505], [6.332, -9.756, -7.371], [6.844, -10.338, -8.666], [5.903, -10.729, -9.607], [6.258, -11.276, -10.839], [7.629, -11.437, -11.151], [8.587, -10.974, -10.242], [10.050, -11.005, -10.590], [8.210, -10.345, -9.045], [9.138, -9.754, -8.205], [9.553, -8.467, -8.399], [9.434, -7.909, -9.480], [10.174, -7.916, -7.158], [10.937, -6.743, -7.251], [11.921, -6.485, -6.292], [11.965, -7.280, -5.156], [10.786, -8.235, -4.914], [10.053, -8.640, -6.077], [11.265, -9.604, -4.232], [12.178, -9.596, -3.416], [10.559, -10.713, -4.627], [10.578, -11.873, -3.779], [10.321, -11.749, -2.395], [9.682, -10.532, -1.850], [10.461, -12.900, -1.601], [10.873, -14.127, -2.160], [11.098, -14.253, -3.528], [10.939, -13.114, -4.335], [11.226, -13.223, -5.803], [5.396, -9.144, -7.516], [7.097, -9.157, -6.857], [6.014, -10.564, -6.709], [4.854, -10.552, -9.343], [5.465, -11.589, -11.523], [7.927, -11.939, -12.087], [10.358, -12.006, -10.975], [10.643, -10.800, -9.713], [10.338, -10.252, -11.366], [10.680, -6.063, -8.087], [12.632, -5.668, -6.444], [12.755, -7.241, -4.423], [8.913, -10.176, -2.567], [10.333, -9.711, -1.629], [9.118, -10.783, -0.921], [10.130, -12.846, -0.550], [10.890, -15.034, -1.564], [11.464, -15.145, -3.986], [12.296, -13.084, -5.984], [10.574, -12.520, -6.434], [11.000, -14.252, -6.150], [9.237, -6.767, -3.289], [9.890, -7.472, -3.956]]
}



{
  "formula": "C2H7N3OS",
  "method": "ωB97M-V/def2-TZVPD",
  "smiles": "CN/C(=N/S)NO",
  "gap_ev": 8.677,
  "spin_multiplicity": 1,
  "energy_ev": -19537.18475,
  "homo_ha": -0.29890,
  "relative_energy_kcal_mol": 61.2,
  "elements": ["C", "N", "C", "N", "S", "N", "O", "H", "H", "H", "H", "H", "H", "H"],
  "coordinates": [[1.073, -1.745, -0.090], [0.973, -0.329, -0.025], [-0.229, 0.304, -0.135], [-1.354, -0.427, -0.143], [-3.063, 0.256, -0.127], [-0.236, 1.694, -0.371], [0.908, 2.425, -0.060], [1.060, -2.125, -1.246], [2.116, -2.072, 0.136], [0.326, -2.248, 0.634], [1.840, 0.243, -0.349], [-3.614, -0.576, 0.735], [-1.027, 2.219, 0.113], [1.226, 2.381, 0.928]]
}